(1)
{
  "formula": "C4H9NO3",
  "method": "ωB97M-V with the def2-TZVPD basis set",
  "species": ["C", "C", "O", "C", "C", "O", "N", "O", "H", "H", "H", "H", "H", "H", "H", "H", "H"],
  "positions_angstrom": [[1.321, -0.464, -1.481], [-0.171, -0.183, -1.490], [-0.610, 0.698, -0.398], [-0.520, 0.079, 0.831], [-0.477, 1.233, 1.832], [0.325, 2.202, 1.099], [-0.608, -1.107, 1.369], [-0.609, -2.147, 0.375], [1.858, 0.457, -1.283], [1.579, -1.053, -2.466], [1.443, -1.133, -0.600], [-0.454, 0.354, -2.477], [-0.877, -1.070, -1.448], [-1.439, 1.552, 2.055], [-0.015, 1.086, 2.887], [-0.415, 2.391, 0.334], [-0.332, -2.895, 0.861]],
  "lumo_energy_ev": 0.77,
  "spin_multiplicity": 1,
  "e_above_lowest_kj_mol": 473.4
}

(2)
{
  "formula": "C4H9NO3SSi",
  "method": "ωB97M-V with the def2-TZVPD basis set",
  "species": ["C", "C", "C", "C", "N", "O", "O", "O", "Si", "S", "H", "H", "H", "H", "H", "H", "H", "H", "H"],
  "positions_angstrom": [[-1.443, -1.659, 0.112], [-1.330, -0.338, -0.014], [-0.127, 0.403, 0.246], [-2.474, 0.407, -0.618], [0.842, 2.599, 0.169], [0.875, 0.054, 0.936], [2.887, 0.764, -0.679], [-0.143, 1.649, -0.285], [2.573, -0.340, 0.290], [2.172, -2.240, -0.572], [-2.399, -2.111, -0.036], [-0.711, -2.371, 0.556], [-3.230, 0.766, 0.216], [-2.047, 1.144, -1.179], [-3.004, -0.481, -0.988], [0.772, 3.320, -0.552], [1.732, 2.080, 0.154], [2.863, -0.759, 1.623], [2.192, -2.887, 0.620]],
  "lumo_energy_ev": -1.01,
  "spin_multiplicity": 1,
  "e_above_lowest_kj_mol": 474.5
}

(3)
{
  "formula": "C4H9NO4",
  "method": "ωB97M-V with the def2-TZVPD basis set",
  "species": ["C", "C", "O", "C", "C", "O", "N", "O", "O", "H", "H", "H", "H", "H", "H", "H", "H", "H"],
  "positions_angstrom": [[1.468, 1.756, -0.129], [0.371, 1.115, 0.660], [0.060, 1.445, 1.771], [-0.372, -0.054, -0.037], [-1.847, -0.014, 0.348], [-0.172, 0.011, -1.429], [0.232, -1.283, 0.507], [1.558, -1.362, 0.118], [-0.457, -2.388, -0.085], [1.166, 1.885, -1.165], [2.332, 1.093, -0.104], [1.738, 2.706, 0.322], [-2.363, -0.891, -0.035], [-1.928, 0.013, 1.430], [-2.296, 0.884, -0.069], [-0.726, -0.670, -1.833], [1.622, -1.145, -0.835], [-0.385, -3.101, 0.562]],
  "lumo_energy_ev": 0.57,
  "spin_multiplicity": 1,
  "e_above_lowest_kj_mol": 379.3
}

Copy entry 1 word for word.
{
  "formula": "C4H9NO3",
  "method": "ωB97M-V with the def2-TZVPD basis set",
  "species": ["C", "C", "O", "C", "C", "O", "N", "O", "H", "H", "H", "H", "H", "H", "H", "H", "H"],
  "positions_angstrom": [[1.321, -0.464, -1.481], [-0.171, -0.183, -1.490], [-0.610, 0.698, -0.398], [-0.520, 0.079, 0.831], [-0.477, 1.233, 1.832], [0.325, 2.202, 1.099], [-0.608, -1.107, 1.369], [-0.609, -2.147, 0.375], [1.858, 0.457, -1.283], [1.579, -1.053, -2.466], [1.443, -1.133, -0.600], [-0.454, 0.354, -2.477], [-0.877, -1.070, -1.448], [-1.439, 1.552, 2.055], [-0.015, 1.086, 2.887], [-0.415, 2.391, 0.334], [-0.332, -2.895, 0.861]],
  "lumo_energy_ev": 0.77,
  "spin_multiplicity": 1,
  "e_above_lowest_kj_mol": 473.4
}

Repeat the third record exactly.
{
  "formula": "C4H9NO4",
  "method": "ωB97M-V with the def2-TZVPD basis set",
  "species": ["C", "C", "O", "C", "C", "O", "N", "O", "O", "H", "H", "H", "H", "H", "H", "H", "H", "H"],
  "positions_angstrom": [[1.468, 1.756, -0.129], [0.371, 1.115, 0.660], [0.060, 1.445, 1.771], [-0.372, -0.054, -0.037], [-1.847, -0.014, 0.348], [-0.172, 0.011, -1.429], [0.232, -1.283, 0.507], [1.558, -1.362, 0.118], [-0.457, -2.388, -0.085], [1.166, 1.885, -1.165], [2.332, 1.093, -0.104], [1.738, 2.706, 0.322], [-2.363, -0.891, -0.035], [-1.928, 0.013, 1.430], [-2.296, 0.884, -0.069], [-0.726, -0.670, -1.833], [1.622, -1.145, -0.835], [-0.385, -3.101, 0.562]],
  "lumo_energy_ev": 0.57,
  "spin_multiplicity": 1,
  "e_above_lowest_kj_mol": 379.3
}